# 1
Molecular formula: C4H10N2
Method: DFT, wB97M-V/def2-TZVPD

Structure (XYZ):
```
16
Properties=species:S:1:pos:R:3:mulliken_charge:R:1
C 1.183 -0.952 1.672 -0.896
C 1.815 0.220 1.753 0.164
N 1.363 1.401 1.220 -0.447
H 0.182 -0.856 1.264 0.178
H 1.358 -1.841 2.250 0.299
H 2.770 0.266 2.255 0.299
H 0.541 1.403 0.628 0.177
H 2.046 2.102 0.991 0.223
C -2.085 0.800 -1.518 -0.790
C -1.717 -0.461 -1.322 0.075
N -0.608 -1.119 -1.844 -0.516
H -1.383 1.517 -1.949 0.218
H -3.063 1.144 -1.230 0.246
H -2.353 -1.166 -0.801 0.271
H 0.203 -0.547 -2.039 0.238
H -0.251 -1.912 -1.329 0.261
```

As for the total energy: -267.8624 hartree. The calculation puts the energy above the lowest of the compared OMol25 structures with the same formula, charge and spin at 39.5 kcal/mol. The HOMO energy is -8.3 eV. As for the molar mass: 86.138 u. As for the structure (SMILES): C=CN.C=CN. As for the HOMO-LUMO gap: 9.273 eV. As for the spin multiplicity: 1.


# 2
Molecular formula: C4H8S2
Method: DFT, wB97M-V/def2-TZVPD

Structure (XYZ):
```
14
Properties=species:S:1:pos:R:3:mulliken_charge:R:1
C 0.628 1.325 -0.431 -0.608
C -0.634 1.336 0.422 -0.575
C -0.653 -1.342 -0.440 -0.671
C 0.627 -1.349 0.430 -0.577
H 0.381 1.268 -1.487 0.340
H 1.204 2.285 -0.279 0.322
H -1.128 2.273 0.246 0.364
H -0.354 1.288 1.534 0.291
H -1.178 -2.231 -0.293 0.386
H -0.440 -1.264 -1.489 0.346
H 0.363 -1.289 1.493 0.324
H 1.198 -2.290 0.282 0.333
S -1.795 0.000 0.011 -0.138
S 1.781 -0.010 0.002 -0.136
```

As for the total energy: -953.5729 hartree. The calculation puts the energy above the lowest of the compared OMol25 structures with the same formula, charge and spin at 8.6 kcal/mol. The HOMO energy is -8.6 eV. As for the molar mass: 120.242 u. As for the structure (SMILES): C1CSCCS1. As for the HOMO-LUMO gap: 9.452 eV. As for the spin multiplicity: 1.


# 3
Molecular formula: C12H41N13O9
Method: DFT, wB97M-V/def2-TZVPD

Structure (XYZ):
```
75
Properties=species:S:1:pos:R:3:mulliken_charge:R:1
C -14.788 23.020 -12.366 -0.682
O -15.230 22.719 -13.603 -0.376
C -14.310 21.976 -14.488 -0.601
C -13.745 20.532 -14.011 -0.804
N -14.771 19.612 -13.550 -0.278
C -15.526 19.109 -14.697 -0.556
C -16.423 17.906 -14.272 -0.733
O -15.654 16.821 -13.771 -0.266
C -16.218 16.095 -12.657 -0.771
H -13.803 23.481 -12.292 0.295
H -14.713 22.053 -11.868 0.270
H -15.529 23.655 -11.882 0.244
H -13.473 22.634 -14.724 0.459
H -14.791 21.970 -15.466 0.299
H -13.068 20.738 -13.182 0.451
H -13.205 20.076 -14.841 0.500
H -14.225 18.859 -13.157 0.205
H -14.908 18.784 -15.534 0.382
H -16.135 19.929 -15.076 0.348
H -16.947 17.612 -15.181 0.317
H -17.036 18.275 -13.450 0.425
H -15.538 15.310 -12.325 0.239
H -17.154 15.628 -12.964 0.279
H -16.429 16.777 -11.834 0.345
C -11.369 15.502 -17.507 0.670
O -11.648 16.545 -18.194 -0.673
N -12.197 14.599 -17.124 -0.302
N -10.228 15.238 -16.848 -0.392
H -11.813 13.931 -16.471 0.145
H -13.177 14.769 -17.301 0.207
H -9.397 15.784 -17.024 0.215
H -10.192 14.386 -16.306 0.132
C -16.323 13.583 -22.700 0.727
O -17.142 12.678 -22.782 -0.675
N -15.044 13.580 -22.989 -0.406
N -16.687 14.805 -22.417 -0.330
H -14.510 14.437 -22.980 0.168
H -14.589 12.687 -23.117 0.224
H -17.669 14.981 -22.261 0.125
H -16.059 15.562 -22.645 0.169
C -21.440 15.432 -22.083 0.765
O -20.790 15.997 -21.255 -0.683
N -22.572 15.778 -22.441 -0.429
N -21.191 14.301 -22.565 -0.371
H -22.903 16.544 -21.872 0.232
H -23.032 15.387 -23.251 0.168
H -21.915 13.950 -23.175 0.122
H -20.291 13.908 -22.327 0.201
C -17.825 13.209 -17.655 0.693
O -16.843 13.889 -17.872 -0.658
N -18.462 13.191 -16.531 -0.345
N -18.288 12.190 -18.396 -0.410
H -19.163 12.469 -16.447 0.126
H -18.261 13.907 -15.847 0.213
H -17.970 12.090 -19.349 0.229
H -19.096 11.682 -18.068 0.143
C -13.593 21.264 -19.796 0.773
O -12.412 21.482 -19.617 -0.684
N -14.509 22.075 -20.122 -0.363
N -14.028 20.042 -19.581 -0.323
H -15.347 21.750 -20.582 0.163
H -14.240 23.044 -20.027 0.206
H -13.419 19.290 -19.294 0.151
H -15.016 19.841 -19.641 0.075
C -19.022 20.801 -22.517 0.665
O -18.153 21.581 -22.715 -0.627
N -20.054 20.677 -23.270 -0.417
N -19.189 19.932 -21.564 -0.266
H -20.928 20.230 -23.034 0.165
H -20.014 21.223 -24.119 0.207
H -18.625 19.733 -20.750 0.149
H -19.962 19.302 -21.726 0.125
O -17.043 17.404 -18.862 -0.590
H -16.680 16.665 -18.375 0.302
H -17.884 17.085 -19.191 0.302
```

As for the total energy: -1870.8067 hartree. The calculation puts the energy above the lowest of the compared OMol25 structures with the same formula, charge and spin at 23.5 kcal/mol. The HOMO energy is -8.7 eV. As for the molar mass: 511.542 u. As for the structure (SMILES): COCCNCCOC.NC(N)=O.NC(N)=O.NC(N)=O.NC(N)=O.NC(N)=O.NC(N)=O.O. As for the HOMO-LUMO gap: 8.912 eV. As for the spin multiplicity: 1.